a) The following is a quantum chemistry calculation of one molecule with the formula C2H5BrSi, from the OMol25 dataset.

Summary:
HOMO energy (spin up / spin down)	-8.5 / -9.0	eV
gap between HOMO and LUMO (spin up / spin down)	0.292 / 0.310	Ha

Each line ends with the Mulliken charge.
Positions of all 9 atoms, in Å:
C: 0.645 1.304 -0.100  -0.85
C: -1.063 -0.891 0.545  -0.47
Si: 0.456 -0.552 -0.462  0.51
Br: -0.975 -1.579 2.250  -0.08
H: 0.782 1.869 -1.020  0.31
H: 0.130 1.949 0.568  0.40
H: 1.601 -1.303 -0.133  -0.14
H: -1.835 -0.268 0.290  0.45
H: 0.258 -0.529 -1.938  -0.13

b) The following is a quantum chemistry calculation of one molecule with the formula C2H5BrSi, from the OMol25 dataset.

Summary:
HOMO energy	-9.6	eV
gap between HOMO and LUMO	0.384	Ha
SMILES string	C=C([SiH3])Br

Each line ends with the Mulliken charge.
Positions of all 9 atoms, in Å:
C: 0.868 0.772 -1.113  -0.58
C: 0.605 0.171 0.054  0.16
Si: -1.108 -0.529 0.527  0.48
Br: 1.940 -0.046 1.470  -0.18
H: 1.943 1.036 -1.490  0.23
H: 0.024 0.985 -1.747  0.23
H: -1.770 -1.038 -0.629  -0.12
H: -1.190 -1.736 1.399  -0.11
H: -1.309 0.384 1.530  -0.10

Which structure loses on stability? a) does.

a) The following is a quantum chemistry calculation of C20H20I2N4O5W as an isolated structure, from the OMol25 dataset.

Summary:
HOMO energy (spin up / spin down)	-13.4 / -13.2	eV
charge	+2
gap between HOMO and LUMO (spin up / spin down)	0.233 / 0.233	Ha

Each line ends with the Mulliken charge.
Positions of all 52 atoms, in Å:
W: -0.076 -0.588 -0.273  1.52
O: 0.717 -0.312 -1.905  -0.36
C: 1.836 -0.500 -2.629  0.45
C: 1.943 -0.020 -3.923  -0.68
C: 3.129 -0.223 -4.593  -0.57
C: 4.204 -0.900 -3.993  -0.81
C: 4.074 -1.395 -2.723  -0.98
C: 2.867 -1.212 -2.014  0.49
C: 2.670 -1.845 -0.752  0.30
N: 1.583 -1.812 -0.032  -0.12
C: 1.572 -2.662 1.183  -0.77
C: 0.134 -2.804 1.619  -1.02
N: -0.480 -1.450 1.564  0.02
C: -1.491 -1.300 2.339  -0.59
C: -2.265 -0.080 2.616  0.21
C: -3.582 -0.236 3.045  -0.81
C: -4.374 0.852 3.391  -0.86
C: -3.860 2.139 3.344  -0.74
C: -2.540 2.337 2.951  -0.39
C: -1.813 1.231 2.610  1.31
O: -0.383 1.455 2.288  -0.32
H: 1.103 0.495 -4.372  0.54
H: 3.232 0.146 -5.606  0.51
H: 5.124 -1.049 -4.542  0.46
H: 4.886 -1.942 -2.257  0.43
H: 3.489 -2.456 -0.376  0.51
H: 2.175 -2.199 1.965  0.31
H: 1.994 -3.638 0.957  0.57
H: 0.062 -3.221 2.620  0.58
H: -0.404 -3.449 0.926  0.34
H: -1.823 -2.176 2.893  0.61
H: -3.992 -1.239 3.091  0.52
H: -5.394 0.689 3.709  0.47
H: -4.469 2.989 3.622  0.46
H: -2.110 3.332 2.916  0.50
N: 1.048 1.321 0.414  -0.26
C: 0.004 2.159 0.990  -0.03
C: -1.222 2.142 0.069  0.07
O: -1.744 3.171 -0.261  -0.57
N: -1.513 0.846 -0.203  0.01
C: -2.638 0.460 -1.103  -0.50
C: -2.121 -0.819 -1.769  0.36
O: -2.020 -0.985 -2.939  -0.50
O: -1.626 -1.675 -0.798  -0.63
H: 1.887 1.304 0.992  0.29
H: 1.327 1.768 -0.468  -0.33
H: 0.295 3.170 1.259  0.48
H: 0.030 1.892 3.055  0.62
H: -2.853 1.226 -1.841  0.43
H: -3.534 0.242 -0.520  0.30
I: 2.630 3.375 -2.240  0.15
I: 4.310 3.443 -4.294  0.02

b) The following is a quantum chemistry calculation of C20H20I2N4O5W as an isolated structure, from the OMol25 dataset.

Summary:
HOMO energy	-14.8	eV
charge	+2
gap between HOMO and LUMO	0.249	Ha

Each line ends with the Mulliken charge.
Positions of all 52 atoms, in Å:
W: 0.583 -0.022 0.129  1.45
O: -0.470 -0.040 1.670  0.20
C: -0.927 0.680 2.720  -0.30
C: -1.421 0.034 3.833  -0.58
C: -1.922 0.812 4.871  -0.53
C: -1.941 2.206 4.792  -0.87
C: -1.449 2.832 3.664  -0.89
C: -0.921 2.069 2.615  0.89
C: -0.427 2.716 1.433  0.13
N: 0.207 2.171 0.450  -0.24
C: 0.476 3.023 -0.722  -0.70
C: -0.288 2.371 -1.852  -0.90
N: 0.205 0.991 -1.831  -0.04
C: 0.698 0.491 -2.909  -0.46
C: 1.702 -0.543 -2.882  0.29
C: 1.982 -1.351 -3.984  -0.73
C: 3.044 -2.232 -3.940  -0.82
C: 3.860 -2.271 -2.811  -0.52
C: 3.625 -1.441 -1.722  -0.44
C: 2.538 -0.593 -1.758  0.92
O: 2.299 0.255 -0.681  -0.84
H: -1.425 -1.047 3.876  0.58
H: -2.311 0.321 5.753  0.47
H: -2.347 2.790 5.605  0.46
H: -1.465 3.912 3.584  0.48
H: -0.612 3.788 1.369  0.41
H: 1.545 3.013 -0.939  0.25
H: 0.159 4.049 -0.541  0.65
H: -0.074 2.846 -2.808  0.54
H: -1.364 2.409 -1.671  0.10
H: 0.456 0.958 -3.862  0.65
H: 1.348 -1.295 -4.861  0.51
H: 3.249 -2.880 -4.780  0.47
H: 4.701 -2.951 -2.779  0.46
H: 4.278 -1.444 -0.860  0.49
N: 2.073 0.649 1.770  -0.51
C: 2.239 -0.387 2.814  -0.65
C: 1.938 -1.734 2.224  0.43
O: 2.102 -2.764 2.822  -0.59
N: 1.436 -1.685 0.929  0.28
C: 1.123 -2.989 0.368  -0.37
C: 0.430 -2.726 -0.925  0.12
O: 0.364 -3.376 -1.898  -0.45
O: -0.157 -1.425 -0.859  -0.29
H: 2.936 0.728 1.236  0.45
H: 1.914 1.549 2.215  0.28
H: 1.540 -0.203 3.629  0.20
H: 3.244 -0.392 3.231  0.53
H: 0.464 -3.555 1.034  0.46
H: 2.010 -3.594 0.190  0.44
I: -2.911 0.313 -0.462  0.14
I: -3.350 -2.011 0.737  -0.02

Which structure loses on stability? a) does.

a) The following is a quantum chemistry calculation of an isolated ion of composition H2NOS2 and charge -1, from the OMol25 dataset.

Summary:
HOMO energy	-3.8	eV
charge	-1
gap between HOMO and LUMO	0.267	Ha
SMILES string	N=[S@@H]([O-])=S

Each line ends with the Mulliken charge.
Positions of all 6 atoms, in Å:
N: -0.953 0.405 0.862  -0.58
S: 0.184 -0.175 -0.025  0.38
O: 0.149 -1.616 -0.306  -0.56
S: 1.290 1.113 -1.940  -0.58
H: -1.872 0.291 0.461  0.19
H: 1.202 -0.018 0.948  0.15

b) The following is a quantum chemistry calculation of a 2-piece molecular cluster, H2NOS2 overall, from the OMol25 dataset.

Summary:
HOMO energy (spin up / spin down)	-2.8 / -4.0	eV
charge	-1
gap between HOMO and LUMO (spin up / spin down)	0.195 / 0.280	Ha

Each line ends with the Mulliken charge.
Positions of all 6 atoms, in Å:
N: 0.157 0.625 -1.047  -0.55
O: -1.818 -0.528 -0.217  -0.48
S: 0.487 -2.253 0.108  -0.49
S: -0.401 -0.461 -0.110  0.31
H: 0.966 1.119 -0.799  0.26
H: 0.609 1.499 2.064  -0.05

Which structure loses on stability? b) does.